The following is a DFT calculation (ωB97M-V with the def2-TZVPD basis set) of a molecular structure, C19H35CoNO2P2.

Summary:
Energy relative to the best compared isomer or geometry (same formula, charge and spin)   34.0 kcal per mole
⟨S²⟩   3.78
Frontier orbital gap (spin up / spin down)   4.5 / 4.9 eV
LUMO level (spin up / spin down)   -0.4 / -0.4 eV
HOMO level (spin up / spin down)   -4.91 / -5.34 eV
Multiplicity   4

Last column: Löwdin spin population.
Cartesian coordinates (Å):
P (-1.75832, 1.72531, 0.77689)  -0.002
P (0.79436, 1.50542, -2.03512)  0.008
C (-1.11636, 2.96913, -0.38274)  0.001
C (-0.76061, 2.43401, -1.76869)  0.007
H (-0.28560, 3.51903, 0.07953)  0.000
H (-1.92829, 3.70291, -0.49484)  0.000
H (-1.56876, 1.80080, -2.16062)  0.000
H (-0.66647, 3.29475, -2.44943)  0.001
C (1.98531, 2.87214, -2.29719)  0.005
H (2.97840, 2.46220, -2.52471)  0.002
H (2.07779, 3.52691, -1.42370)  0.001
H (1.64006, 3.46403, -3.15309)  0.000
C (0.65498, 0.93380, -3.75980)  0.000
H (0.86814, 1.78942, -4.41357)  0.000
H (-0.35710, 0.57330, -3.97408)  0.000
H (1.37577, 0.13676, -3.98417)  0.001
C (-2.08376, 2.70742, 2.28048)  0.001
H (-2.54579, 2.07745, 3.05052)  0.000
H (-2.77244, 3.52636, 2.03239)  0.000
H (-1.15769, 3.14106, 2.67955)  0.000
C (-3.41071, 1.22911, 0.20820)  0.004
H (-3.39005, 0.80597, -0.80766)  0.002
H (-4.06811, 2.11771, 0.19474)  0.000
H (-3.85798, 0.48826, 0.88713)  0.003
Co (-1.88180, -2.26245, 0.37063)  1.873
C (2.10191, 0.33524, -1.28657)  0.111
C (2.63009, 0.78942, -0.02077)  0.603
C (2.04333, 1.84947, 0.79961)  0.096
C (1.02693, 1.34817, 1.87170)  0.050
C (-0.27570, 0.76348, 1.37545)  0.008
C (-0.63307, 0.00752, 0.17551)  0.029
C (-0.11036, -0.81381, -0.97221)  0.014
C (1.38863, -1.02970, -1.23713)  0.039
C (-2.90557, -2.68574, 2.06222)  -0.010
H (2.87056, 0.35077, -2.07987)  0.026
H (3.33154, 0.11762, 0.51233)  0.025
H (1.58608, 2.69430, 0.23680)  0.004
H (2.86073, 2.30489, 1.39786)  0.016
H (1.53238, 0.57746, 2.47842)  0.000
H (0.79308, 2.15770, 2.58148)  0.003
H (-0.69735, 0.22781, 2.24521)  0.004
H (-1.69577, -0.49599, 0.37532)  0.012
H (-0.56507, -0.43700, -1.91270)  0.001
H (-0.58693, -1.83853, -0.84660)  0.002
H (1.81013, -1.67099, -0.44919)  0.001
H (1.48134, -1.58083, -2.18725)  0.003
H (-3.35410, -3.67688, 1.86391)  0.008
H (-3.67256, -1.92469, 2.29336)  0.012
H (-2.17281, -2.74927, 2.89008)  0.001
O (-0.87107, -4.67874, -0.63086)  0.005
C (-0.01635, -4.32598, 0.19065)  0.002
C (1.33512, -4.95036, 0.50275)  0.000
C (1.94559, -4.04782, 1.55764)  0.001
C (0.94278, -2.90791, 1.72430)  0.002
O (1.11498, -1.88576, 2.39223)  0.001
N (-0.17205, -3.19395, 0.95520)  0.022
H (1.21249, -5.97693, 0.86504)  0.000
H (1.95281, -4.97176, -0.40700)  0.000
H (2.08461, -4.57521, 2.50997)  0.000
H (2.91871, -3.64681, 1.24246)  0.000


The following is a DFT calculation (ωB97M-V with the def2-TZVPD basis set) of 4 unconnected molecules or ions with the total composition C19H35F3I2N3O6.

Summary:
Frontier orbital gap   8.0 eV
LUMO level   -3.2 eV
Total charge   +1
HOMO level   -11.19 eV

Last column: Mulliken charge in e.
Cartesian coordinates (Å):
C (-4.40962, 7.55410, -1.08771)  -1.332
C (-3.02719, 7.74443, -0.47893)  -0.383
I (-3.19345, 9.00073, 1.28009)  0.146
C (-2.22639, 6.42364, -0.27283)  -0.875
I (-0.90969, 6.56243, 1.41086)  0.184
C (-3.08472, 5.21692, -0.01052)  -0.524
C (-3.86538, 5.06970, 1.28693)  -0.390
N (-4.29431, 3.63314, 1.15731)  -0.425
C (-3.41969, 3.07154, 0.27108)  0.116
N (-3.63789, 1.89338, -0.26985)  -0.092
C (-2.74318, 1.32573, -1.24381)  0.592
F (-2.54377, 2.20401, -2.24880)  -0.216
F (-3.31509, 0.21025, -1.72592)  -0.232
F (-1.55910, 1.03261, -0.67966)  -0.178
N (-2.40036, 3.89845, 0.03177)  0.030
H (-4.33616, 7.39815, -2.15455)  0.325
H (-5.00419, 6.79196, -0.60998)  0.373
H (-4.95397, 8.47688, -0.96902)  0.493
H (-2.45175, 8.33057, -1.17288)  0.510
H (-1.58649, 6.21316, -1.11364)  0.602
H (-3.83065, 5.11118, -0.79711)  0.638
H (-3.21730, 5.04477, 2.14765)  0.287
H (-4.68091, 5.76020, 1.39035)  0.358
H (-4.26403, 3.11476, 2.02665)  0.341
H (-4.44083, 1.34987, -0.00201)  0.325
H (-1.71520, 3.67024, -0.67524)  0.295
O (-1.21910, 1.96363, 3.86680)  -0.618
C (-0.05746, 1.91542, 3.55978)  0.849
O (0.44341, 2.93336, 2.84133)  -0.325
C (1.82725, 3.07786, 2.50706)  -0.542
C (2.18586, 2.25573, 1.28987)  -0.485
C (0.81158, 0.72248, 3.87493)  -0.999
H (2.46881, 2.84820, 3.35754)  0.374
H (1.96076, 4.13640, 2.29064)  0.334
H (2.04483, 1.19147, 1.47592)  -0.106
H (3.22712, 2.41773, 1.01304)  0.393
H (1.55135, 2.52744, 0.44364)  0.226
H (0.63213, -0.05077, 3.12915)  0.192
H (0.52246, 0.34326, 4.85145)  0.361
H (1.87629, 0.93643, 3.90625)  0.353
O (3.59600, -0.87476, 2.01839)  -0.549
C (3.42424, -1.39298, 0.95020)  0.857
O (2.30296, -2.09740, 0.73501)  -0.390
C (1.93752, -2.61551, -0.55177)  -0.566
C (2.60600, -3.94027, -0.84771)  -0.737
C (4.48153, -1.32856, -0.12829)  -1.126
H (2.12691, -1.87342, -1.32973)  0.374
H (0.85772, -2.74785, -0.50158)  0.385
H (3.68987, -3.84550, -0.88581)  0.217
H (2.27042, -4.33747, -1.80114)  0.237
H (2.37255, -4.66372, -0.06732)  0.328
H (5.23198, -2.09032, 0.07511)  0.290
H (4.95106, -0.34927, -0.08212)  0.315
H (4.10148, -1.46249, -1.13776)  0.373
O (3.20547, -6.34905, -2.75704)  -0.547
C (2.39829, -7.22090, -2.60137)  0.846
O (2.14135, -7.64159, -1.35154)  -0.346
C (1.09930, -8.56948, -1.03403)  -0.430
C (1.54235, -10.00556, -1.21706)  -0.989
C (1.72786, -7.90150, -3.77257)  -1.129
H (0.19442, -8.33852, -1.59805)  0.357
H (0.87104, -8.38555, 0.01379)  0.341
H (1.79953, -10.21964, -2.25415)  0.276
H (0.75036, -10.68916, -0.91230)  0.358
H (2.42774, -10.20450, -0.61456)  0.313
H (2.40432, -8.65798, -4.16664)  0.283
H (1.55074, -7.15419, -4.54141)  0.307
H (0.77303, -8.36430, -3.53614)  0.378


The following is a DFT calculation (ωB97M-V with the def2-TZVPD basis set) of a molecular structure, C19H35FeN4.

Summary:
⟨S²⟩   8.76
Frontier orbital gap (spin up / spin down)   8.9 / 5.8 eV
LUMO level (spin up / spin down)   -6.1 / -9.2 eV
Total charge   +2
HOMO level (spin up / spin down)   -15.06 / -15.05 eV
Multiplicity   6

Last column: Löwdin spin population.
Cartesian coordinates (Å):
C (2.16185, 2.83388, -0.45305)  0.004
H (2.46854, 3.66104, 0.18580)  0.000
H (2.91689, 2.68237, -1.23845)  0.000
H (2.27510, 1.93793, 0.15227)  0.002
C (0.74580, 2.88983, -1.03497)  0.020
H (0.53849, 1.93420, -1.55898)  0.013
H (-0.00389, 2.82026, -0.23866)  0.001
C (0.40066, 4.12537, -1.89626)  0.004
H (-0.68461, 4.27496, -2.01227)  0.000
H (0.81536, 5.05118, -1.46279)  0.002
H (0.83632, 4.08180, -2.90929)  0.000
C (-0.44181, -2.26269, -1.41271)  0.157
C (-0.85577, -1.18265, -2.30583)  0.155
C (0.34504, -0.51933, -2.75801)  0.129
C (1.47196, -1.15188, -2.13765)  0.177
C (1.00233, -2.20145, -1.27832)  0.149
C (1.88235, -3.12873, -0.51215)  0.026
C (2.89795, -0.85008, -2.44469)  0.032
C (0.44196, 0.54446, -3.79856)  0.017
C (-2.25205, -0.76895, -2.62625)  0.037
C (-1.34102, -3.23734, -0.73888)  0.030
Fe (0.02384, -0.41204, -0.48671)  3.851
H (3.57427, -1.12076, -1.62114)  0.002
H (3.25039, -1.41084, -3.33063)  0.014
H (3.04978, 0.21570, -2.67781)  0.003
H (2.85001, -2.66147, -0.31496)  0.001
H (1.45113, -3.40617, 0.45439)  0.003
H (2.08126, -4.06567, -1.04851)  0.010
H (-2.33128, -2.79014, -0.56086)  0.002
H (-1.49812, -4.13927, -1.35114)  0.012
H (-0.90814, -3.56700, 0.22004)  0.002
H (-2.26088, 0.28487, -2.94153)  0.001
H (-2.72345, -1.35149, -3.43394)  0.014
H (-2.90522, -0.85972, -1.74219)  0.006
H (1.29846, 1.19593, -3.59530)  0.001
H (0.58617, 0.14972, -4.81697)  0.008
H (-0.46072, 1.15984, -3.82979)  0.001
C (0.02714, 1.23869, 2.12760)  0.009
N (-0.38567, -0.03250, 1.42902)  0.042
C (-1.91461, -0.03363, 1.47835)  0.017
N (-2.42447, 0.01104, 2.84307)  0.008
C (-1.97628, 1.25930, 3.49725)  0.001
N (-0.49511, 1.32350, 3.52335)  0.006
C (-0.00129, 0.16239, 4.29736)  0.001
N (-0.42264, -1.10272, 3.66072)  0.005
C (0.11459, -1.16281, 2.30273)  0.012
C (-1.89963, -1.14847, 3.60223)  0.001
H (-0.36056, 2.12360, 1.59881)  0.001
H (1.12243, 1.28391, 2.21197)  0.001
H (-2.29202, -0.94597, 0.99183)  0.004
H (-2.28280, 0.86597, 0.95963)  0.002
H (-2.35303, 1.27165, 4.53514)  0.000
H (-2.35418, 2.11862, 2.91768)  0.000
H (1.09940, 0.20070, 4.31457)  0.000
H (-0.42687, 0.21586, 5.31408)  0.000
H (-0.17554, -2.12486, 1.85510)  0.002
H (1.20788, -1.09418, 2.38806)  0.001
H (-2.30323, -1.11418, 4.62920)  0.000
H (-2.20249, -2.07160, 3.07898)  0.000


Calculated calculated total energy, -3015.32963, -2255.44623, -2227.04543 Ha (same order as the records).